P | Entry from the OMol25 dataset: an isolated molecule of C4H6OS (ωB97M-V with the def2-TZVPD basis set).

structure (SMILES)	C=CSC(C)=O
LUMO energy	0.836	eV
HOMO-LUMO gap	9.888	eV

Each line ends with the Löwdin charge.
Cartesian coordinates (Å):
C 2.85 -0.02 -0.03  -0.07
C 1.59 0.46 0.02  -0.44
S 0.25 -0.72 0.00  1.00
C -1.15 0.29 0.02  -0.83
C -2.38 -0.55 -0.01  -0.11
O -1.16 1.49 -0.01  0.02
H 3.01 -1.09 0.03  0.05
H 3.68 0.68 0.00  0.05
H 1.22 1.47 0.07  0.06
H -3.24 -0.14 -0.62  0.11
H -2.74 -0.72 1.00  0.08
H -2.17 -1.60 -0.36  0.08

=====

Q | Entry from the OMol25 dataset: C4H6OS as an isolated structure (ωB97M-V with the def2-TZVPD basis set).

LUMO energy	0.740	eV
HOMO-LUMO gap	9.739	eV

Each line ends with the Löwdin charge.
Cartesian coordinates (Å):
C -0.79 -1.13 0.22  -0.17
C 0.22 -0.20 0.09  -0.44
C -0.50 1.04 0.02  -0.25
C 1.68 -0.21 -0.14  -0.04
O -3.21 0.11 0.66  -0.55
S -2.14 -0.01 -0.30  0.93
H -0.87 -2.20 0.30  0.07
H -0.39 1.75 0.87  0.12
H -0.20 1.55 -0.92  0.09
H 2.00 0.74 -0.33  0.05
H 1.96 -0.85 -1.06  0.13
H 2.24 -0.61 0.59  0.04

=====

R | Entry from the OMol25 dataset: an isolated molecule of C4H6OS (ωB97M-V with the def2-TZVPD basis set).

structure (SMILES)	CC(=O)C(C)=S
LUMO energy	-1.064	eV
HOMO-LUMO gap	7.844	eV

Each line ends with the Löwdin charge.
Cartesian coordinates (Å):
C -1.69 -1.21 0.08  -0.06
C -1.06 0.16 0.07  -0.47
O -1.79 1.08 -0.15  0.10
C 0.51 0.36 0.02  -0.68
C 1.12 1.67 0.09  -0.13
S 1.44 -1.00 -0.05  0.77
H -1.07 -2.15 0.05  0.06
H -2.33 -1.25 0.96  0.08
H -2.41 -1.19 -0.74  0.09
H 1.07 2.08 -0.92  0.11
H 2.12 1.64 0.39  0.05
H 0.54 2.29 0.74  0.08

=====

P takes first place; second place is 0.295 eV up.

=====

P | Entry from the OMol25 dataset: an isolated molecule of C4H6OS (ωB97M-V with the def2-TZVPD basis set).

LUMO energy (spin up / spin down)	-1.240 / -1.242	eV
HOMO-LUMO gap (spin up / spin down)	6.394 / 6.391	eV

Each line ends with the Löwdin charge.
Cartesian coordinates (Å):
C -1.14 0.78 0.24  -0.15
C -1.84 1.72 -0.21  0.05
C 0.15 -1.00 -0.28  -0.23
C 1.57 -0.66 0.25  -0.62
O -0.89 -0.45 0.56  0.01
S 1.99 1.16 0.11  0.38
H -1.43 2.73 -0.16  0.09
H -2.90 1.71 -0.63  0.13
H -0.03 -0.54 -1.35  0.16
H 0.05 -2.07 -0.32  0.11
H 1.69 -1.17 1.15  0.03
H 2.15 -1.17 -0.51  0.05

=====

Q | Entry from the OMol25 dataset: an isolated molecule of C4H6OS (ωB97M-V with the def2-TZVPD basis set).

structure (SMILES)	C=C(C)C(=O)S
LUMO energy	0.144	eV
HOMO-LUMO gap	10.089	eV

Each line ends with the Löwdin charge.
Cartesian coordinates (Å):
C 1.44 0.86 -0.37  0.11
C 0.34 0.12 -0.07  -0.34
C 0.49 -1.34 0.27  -0.11
C -0.97 0.83 0.13  -0.76
O -1.04 2.02 0.30  0.02
S -2.32 -0.28 -0.22  0.81
H 2.43 0.49 -0.41  0.06
H 1.37 1.90 -0.60  0.06
H 1.51 -1.56 0.49  0.07
H 0.35 -1.94 -0.61  0.07
H -0.14 -1.60 1.13  0.08
H -3.47 0.51 -0.03  -0.07

=====

Q takes first place; second place is 4.013 eV up.

=====

P | Entry from the OMol25 dataset: a 2-piece molecular cluster, C4H6OS overall (ωB97M-V with the def2-TZVPD basis set).

structure (SMILES)	C=CSO.C#C
LUMO energy	0.448	eV
HOMO-LUMO gap	8.776	eV

Each line ends with the Löwdin charge.
Cartesian coordinates (Å):
C -2.28 0.31 1.58  -0.07
C -1.34 -0.59 1.40  -0.54
S -0.95 -1.19 -0.17  0.88
O -2.17 -0.54 -1.17  -0.45
H -2.66 0.44 2.52  0.03
H -2.70 0.72 0.66  0.06
H -0.66 -0.96 2.17  0.07
H -1.67 -0.19 -1.92  0.03
C 3.31 0.99 -1.39  -0.04
C 3.98 0.04 -1.17  -0.03
H 2.73 1.89 -1.67  0.04
H 4.40 -0.91 -0.84  0.03

=====

Q | Entry from the OMol25 dataset: a 2-piece molecular cluster, C4H6OS overall (ωB97M-V with the def2-TZVPD basis set).

LUMO energy (spin up / spin down)	-0.152 / -1.604	eV
HOMO-LUMO gap (spin up / spin down)	7.935 / 6.092	eV

Each line ends with the Löwdin charge.
Cartesian coordinates (Å):
C -3.11 -1.00 0.53  -0.14
C -1.81 -1.10 0.39  -0.74
C 2.23 -0.82 0.12  -0.23
C 2.76 -0.39 -1.22  -0.08
O 2.54 -1.31 1.11  0.16
S -0.80 -0.06 -0.56  0.60
H -3.63 -1.87 1.15  0.08
H -3.85 -0.25 0.08  0.07
H -1.10 -1.69 0.87  0.00
H 3.77 0.25 -1.29  0.13
H 3.02 -1.22 -1.81  0.05
H 1.97 0.21 -1.79  0.07

=====

P takes first place; second place is 0.166 eV up.

=====

P | Entry from the OMol25 dataset: C4H6OS as an isolated structure (ωB97M-V with the def2-TZVPD basis set).

LUMO energy (spin up / spin down)	0.542 / 0.506	eV
HOMO-LUMO gap (spin up / spin down)	7.982 / 8.258	eV

Each line ends with the Löwdin charge.
Cartesian coordinates (Å):
C 1.02 0.31 -0.22  -0.23
C 0.00 1.06 0.76  -0.40
C 0.59 -1.09 -0.33  -0.15
C -1.43 -0.85 -0.19  -0.40
O -0.38 -1.43 0.61  -0.19
S -1.72 0.91 -0.03  0.84
H 1.21 0.87 -1.14  0.11
H 1.98 0.33 0.43  0.14
H -0.03 0.57 1.71  0.06
H 0.32 2.14 0.61  0.09
H 0.45 -1.57 -1.22  0.07
H -2.01 -1.27 -0.99  0.06

=====

Q | Entry from the OMol25 dataset: an isolated molecule of C4H6OS (ωB97M-V with the def2-TZVPD basis set).

structure (SMILES)	C1OC[C@H]2S[C@@H]12
LUMO energy	0.821	eV
HOMO-LUMO gap	9.751	eV

Each line ends with the Löwdin charge.
Cartesian coordinates (Å):
C 0.66 -0.98 -0.30  -0.36
O 0.80 0.09 -1.07  -0.11
C 0.38 1.20 -0.26  -0.20
C -0.82 0.65 0.40  -0.57
S -2.13 -0.06 -0.66  0.82
C -0.58 -0.84 0.32  -0.38
H 1.40 -1.13 0.51  0.14
H 0.95 -2.00 -0.97  0.20
H 0.08 1.97 -0.94  0.13
H 1.09 1.47 0.46  0.11
H -0.82 1.10 1.48  0.16
H -1.03 -1.46 1.02  0.08

=====

Q takes first place; second place is 1.793 eV up.